*a*
An isolated molecule of C7H8. Source: the OMol25 dataset; level of theory: ωB97M-V/def2-TZVPD.

Structure (ORCA input):
```
! wB97M-V def2-TZVPD RIJCOSX def2/J DEFGRID3
* xyz 0 1
C -2.22 0.48 -0.27
C 0.14 -0.10 -1.14
C -0.80 0.02 -0.14
C -0.22 -0.23 1.09
C 1.19 -0.38 0.94
C 2.02 0.51 0.03
C 1.47 -0.60 -0.60
H -2.75 -0.04 -1.06
H -2.29 1.55 -0.48
H -2.72 0.33 0.68
H 0.19 0.53 -2.02
H -0.75 -0.54 1.99
H 1.69 -0.96 1.71
H 3.01 0.81 0.35
H 2.05 -1.38 -1.08
*
```

Properties
Kohn-Sham gap in eV: 7.1
HOMO level in eV: -7.3

*b*
An isolated molecule of C7H8. Source: the OMol25 dataset; level of theory: ωB97M-V/def2-TZVPD.

Structure (ORCA input):
```
! wB97M-V def2-TZVPD RIJCOSX def2/J DEFGRID3
* xyz 0 1
C -0.14 -1.52 -0.47
C -0.46 -0.09 -0.16
C 0.37 1.03 -0.69
C 1.79 0.85 -0.35
C 2.96 0.68 -0.09
C -1.47 0.09 0.63
C -2.24 0.19 1.67
H 0.15 -1.60 -1.52
H 0.67 -1.88 0.17
H -1.03 -2.15 -0.30
H -1.36 0.87 2.01
H 0.26 1.08 -1.78
H 0.03 1.99 -0.28
H 3.99 0.53 0.14
H -3.33 0.13 1.52
*
```

Properties
Kohn-Sham gap in eV: 9.3
HOMO level in eV: -8.4
SMILES string: C#CCC(C)=C=C

*c*
An isolated molecule of C7H8. Source: the OMol25 dataset; level of theory: ωB97M-V/def2-TZVPD.

Structure (ORCA input):
```
! wB97M-V def2-TZVPD RIJCOSX def2/J DEFGRID3
* xyz 0 1
C -0.54 1.72 1.13
C -0.58 2.84 1.70
C 0.91 -1.33 -0.45
C -0.45 -1.20 -1.23
C 0.85 -0.42 0.79
C -0.94 0.12 -0.76
C -0.13 0.55 0.37
H -0.75 3.94 1.78
H 1.25 -2.38 -0.33
H 1.53 -0.74 -1.10
H -0.35 -1.06 -2.33
H -1.30 -1.86 -1.08
H 0.52 -0.91 1.70
H 1.80 0.15 0.98
H -1.82 0.59 -1.15
*
```

Properties
Kohn-Sham gap in eV: 9.2
HOMO level in eV: -8.3
SMILES string: C#CC1=CCCC1

*d*
An isolated molecule of C7H8. Source: the OMol25 dataset; level of theory: ωB97M-V/def2-TZVPD.

Structure (ORCA input):
```
! wB97M-V def2-TZVPD RIJCOSX def2/J DEFGRID3
* xyz 0 1
C 0.44 -1.85 1.46
C 1.06 -0.32 -0.46
C 0.19 -0.70 0.57
C -0.87 0.15 0.81
C -1.23 1.15 -0.12
C -0.51 1.30 -1.28
C 0.80 0.73 -1.33
H 0.88 -2.72 0.97
H -0.44 -2.21 1.99
H 1.11 -1.46 2.25
H 2.04 -0.80 -0.44
H -1.73 -0.06 1.44
H -2.28 1.42 -0.10
H -0.75 1.90 -2.15
H 1.54 1.10 -2.02
*
```

Properties
Kohn-Sham gap in eV: 9.9
HOMO level in eV: -8.9
SMILES string: Cc1ccccc1

Which is most stable, and by how much? *d*, by 0.1025 hartree.

*a*
An isolated molecule of C6H11NS. Source: the OMol25 dataset; level of theory: ωB97M-V/def2-TZVPD.

Structure (ORCA input):
```
! wB97M-V def2-TZVPD RIJCOSX def2/J DEFGRID3
* xyz 0 1
C -2.81 -0.25 -0.50
C -1.71 0.52 0.31
C -0.58 -0.13 0.81
C -0.03 -1.40 0.33
C 1.85 0.85 0.25
C 0.66 1.71 -0.29
H -2.65 -1.56 -0.64
H -3.66 -0.29 0.40
H -3.07 0.31 -1.40
H -2.12 1.15 1.17
H -0.31 0.28 1.86
H -0.59 -1.78 -0.60
H 0.02 -2.28 1.03
H 1.96 0.86 1.39
H 2.91 1.00 -0.11
H 0.47 2.70 0.33
H 1.01 2.02 -1.37
N -0.50 0.71 -0.34
S 1.58 -0.95 -0.32
*
```

Properties
Kohn-Sham gap in eV: 9.2
HOMO level in eV: -8.1
SMILES string: C[C@H]1[C@H]2CSCCN21

*b*
An isolated molecule of C6H11NS. Source: the OMol25 dataset; level of theory: ωB97M-V/def2-TZVPD.

Structure (ORCA input):
```
! wB97M-V def2-TZVPD RIJCOSX def2/J DEFGRID3
* xyz 0 1
C -2.20 -0.67 0.37
C -0.98 -0.48 -0.59
C 0.31 -1.12 -0.01
C 1.34 -0.06 0.23
C 0.83 1.13 1.06
C 0.74 1.18 -0.53
H -2.12 -1.69 0.70
H -3.25 -0.28 -0.03
H -2.12 -0.01 1.21
H -1.22 -1.08 -1.48
H 0.77 -1.98 -0.67
H 0.03 -1.52 1.01
H 3.72 0.44 -0.30
H -0.19 1.03 1.61
H 1.60 1.84 1.47
H 1.40 1.96 -0.99
H -0.99 1.03 -1.90
N -0.63 0.89 -0.95
S 2.95 -0.61 -0.21
*
```

Properties
Kohn-Sham gap in eV: 8.7
HOMO level in eV: -7.8
SMILES string: C[C@@H]1C[C@]2(S)C[C@@H]2N1

*c*
An isolated molecule of C6H11NS. Source: the OMol25 dataset; level of theory: ωB97M-V/def2-TZVPD.

Structure (ORCA input):
```
! wB97M-V def2-TZVPD RIJCOSX def2/J DEFGRID3
* xyz 0 1
C 0.62 2.00 0.25
C 0.72 0.63 -0.42
C -0.58 0.40 -1.19
C -0.61 -0.27 1.21
C 0.68 -0.63 0.44
C 0.47 -1.98 -0.23
H 1.14 2.03 1.23
H -0.40 2.34 0.36
H 1.13 2.72 -0.39
H -0.56 -0.45 -1.88
H -0.91 1.28 -1.70
H -2.17 -0.53 -0.17
H -0.53 0.55 1.90
H -1.09 -1.14 1.71
H 0.91 -2.03 -1.22
H 0.94 -2.75 0.37
H -0.62 -2.24 -0.32
N -1.46 0.14 0.02
S 2.33 -0.07 0.01
*
```

Properties
Kohn-Sham gap in eV: 9.6
HOMO level in eV: -8.7
SMILES string: C[C@]12CNC[C@]1(C)S2

Which is most stable, and by how much? *b*, by 0.0220 hartree.

*a*
An isolated molecule of CH3NOS2. Source: the OMol25 dataset; level of theory: ωB97M-V/def2-TZVPD.

Structure (ORCA input):
```
! wB97M-V def2-TZVPD RIJCOSX def2/J DEFGRID3
* xyz 0 1
C -0.37 -0.75 -0.68
N 0.36 -0.09 0.48
O 0.80 1.99 1.85
S -1.61 0.30 -1.42
S -0.02 1.51 0.80
H 0.38 -0.61 -1.48
H -0.70 -1.77 -0.34
H 1.16 -0.59 0.80
*
```

Properties
Kohn-Sham gap (spin up / spin down) in eV: 5.5 / 8.1
HOMO level (spin up / spin down) in eV: -7.7 / -9.0

*b*
A cluster of 2 separate species, CH3NOS2 in total. Source: the OMol25 dataset; level of theory: ωB97M-V/def2-TZVPD.

Structure (ORCA input):
```
! wB97M-V def2-TZVPD RIJCOSX def2/J DEFGRID3
* xyz 0 1
C -1.32 -1.15 -0.23
N -1.73 -0.01 0.13
O 2.90 0.15 -0.10
S 2.60 2.81 0.75
S 2.15 1.34 -0.39
H -1.56 -2.20 0.14
H -0.67 -1.03 -1.17
H -2.37 0.09 0.87
*
```

Properties
Kohn-Sham gap in eV: 8.3
HOMO level in eV: -10.1

Which is most stable, and by how much? *b*, by 0.0352 hartree.

*a*
A cluster of 3 separate species, CH9N3O2 in total. Source: the OMol25 dataset; level of theory: ωB97M-V/def2-TZVPD.

Structure (ORCA input):
```
! wB97M-V def2-TZVPD RIJCOSX def2/J DEFGRID3
* xyz 0 1
N -1.71 -0.24 1.45
C -1.27 0.14 0.22
N -0.62 1.34 0.19
N -1.34 -0.54 -0.89
H -2.26 -1.07 1.61
H -1.63 0.43 2.20
H -0.10 1.61 1.02
H -0.27 1.52 -0.73
H -2.18 -1.10 -0.94
H 2.51 0.15 -0.55
H 2.60 1.65 -0.36
O 2.81 0.82 0.09
H 0.43 -1.23 -1.05
H 1.67 -2.14 -0.91
O 1.36 -1.35 -1.36
*
```

Properties
Kohn-Sham gap in eV: 9.9
HOMO level in eV: -9.3
SMILES string: N=C(N)N.O.O

*b*
A cluster of 3 separate species, CH9N3O2 in total. Source: the OMol25 dataset; level of theory: ωB97M-V/def2-TZVPD.

Structure (ORCA input):
```
! wB97M-V def2-TZVPD RIJCOSX def2/J DEFGRID3
* xyz 0 1
C -0.84 0.44 -1.68
N -0.73 -0.86 -1.39
O 1.69 1.09 -0.51
O -0.31 1.00 -2.63
H 1.27 1.23 -1.42
H 1.99 1.95 -0.21
H -1.40 1.00 -0.91
H -0.75 -1.15 -0.41
H -0.14 -1.41 -2.01
N 0.14 -0.92 1.29
N -0.42 -0.26 2.47
H -0.71 0.67 2.18
H 0.66 -1.73 1.65
H 0.83 -0.28 0.90
H -1.28 -0.77 2.70
*
```

Properties
Kohn-Sham gap in eV: 9.5
HOMO level in eV: -8.7
SMILES string: NC=O.NN.O

Which is most stable, and by how much? *a*, by 0.0429 hartree.

*a*
The ion C4H7O2 with charge -1. Source: the OMol25 dataset; level of theory: ωB97M-V/def2-TZVPD.

Structure (ORCA input):
```
! wB97M-V def2-TZVPD RIJCOSX def2/J DEFGRID3
* xyz -1 1
O 1.22 -1.68 -1.09
C 0.33 -1.14 -0.42
O -0.68 -1.74 0.05
C 0.40 0.33 -0.13
C -0.71 1.05 0.67
C -0.46 2.53 0.74
H 1.36 0.67 0.31
H 0.53 0.87 -1.11
H -1.69 0.91 0.21
H -0.63 0.44 1.56
H 0.27 2.90 0.01
H 0.08 2.92 1.64
H -1.36 3.14 0.65
*
```

Properties
Kohn-Sham gap in eV: 7.6
HOMO level in eV: -3.6
SMILES string: CCCC(=O)[O-]

*b*
The ion C4H7O2 with charge -1. Source: the OMol25 dataset; level of theory: ωB97M-V/def2-TZVPD.

Structure (ORCA input):
```
! wB97M-V def2-TZVPD RIJCOSX def2/J DEFGRID3
* xyz -1 1
O 0.40 -2.83 0.63
C 0.70 -1.76 1.13
O 1.84 -1.52 1.55
C -0.23 -0.44 0.80
C 0.28 0.32 -0.45
C -0.71 1.26 -1.07
H -0.14 0.23 1.62
H -1.29 -0.75 0.93
H 0.80 -0.21 -1.19
H 1.19 0.94 -0.03
H -1.76 0.98 -1.23
H -0.81 2.23 -0.66
H -0.28 1.56 -2.04
*
```

Properties
Kohn-Sham gap in eV: 7.4
HOMO level in eV: -3.5
SMILES string: CCCC(=O)[O-]

Which is most stable, and by how much? *a*, by 0.0228 hartree.

*a*
A structure of composition C6H14NO. Source: the OMol25 dataset; level of theory: ωB97M-V/def2-TZVPD.

Structure (ORCA input):
```
! wB97M-V def2-TZVPD RIJCOSX def2/J DEFGRID3
* xyz -1 1
C -0.80 0.38 1.98
C -0.15 -0.94 2.37
C 0.05 1.19 0.95
N 0.92 0.30 0.19
C 1.20 -1.13 -1.79
C 0.25 -0.21 -0.98
C -0.72 0.73 -2.13
O -0.59 0.31 -3.34
H -1.77 0.24 1.51
H -0.98 1.01 2.84
H -0.82 -1.45 3.07
H 0.76 -0.75 2.94
H 0.04 -1.62 1.54
H 0.72 1.81 1.57
H -0.59 1.87 0.39
H 1.02 0.85 -0.85
H 2.12 -1.30 -1.22
H 1.34 -0.69 -2.78
H 0.76 -2.10 -1.94
H -0.59 -0.85 -0.71
H -0.46 1.81 -1.93
H -1.72 0.56 -1.68
*
```

Properties
Kohn-Sham gap in eV: 6.3
HOMO level in eV: -2.5

*b*
A structure of composition C6H14NO. Source: the OMol25 dataset; level of theory: ωB97M-V/def2-TZVPD.

Structure (ORCA input):
```
! wB97M-V def2-TZVPD RIJCOSX def2/J DEFGRID3
* xyz -1 1
C -0.89 1.85 0.85
O -0.62 2.96 0.25
C 0.36 0.52 0.30
C -0.30 -0.85 0.19
C -0.59 -1.37 1.67
C 0.55 -1.97 -0.40
C 0.36 -1.91 -1.97
N 1.18 1.18 -0.74
H -1.86 1.38 0.77
H -0.52 1.75 1.91
H 1.09 0.48 1.12
H -1.31 -0.75 -0.25
H 0.32 -1.82 2.07
H -1.24 -2.21 1.46
H -0.95 -0.52 2.25
H 1.61 -1.94 -0.19
H 0.23 -2.95 -0.09
H 0.75 -2.73 -2.57
H -0.63 -1.60 -2.27
H 0.82 -0.95 -2.21
H 0.94 2.17 -0.72
H 0.98 0.80 -1.67
*
```

Properties
Kohn-Sham gap in eV: 6.1
HOMO level in eV: -2.3

Which is most stable, and by how much? *b*, by 0.0654 hartree.

*a*
The ion C6H14NO with charge -1. Source: the OMol25 dataset; level of theory: ωB97M-V/def2-TZVPD.

Structure (ORCA input):
```
! wB97M-V def2-TZVPD RIJCOSX def2/J DEFGRID3
* xyz -1 1
C 0.27 -0.60 1.07
C 1.69 -1.02 0.83
C 2.04 -1.94 -0.37
O 2.39 -1.12 -1.38
C -0.41 -0.42 -0.31
N -1.63 0.45 -0.20
C -1.32 1.86 0.03
C -2.71 2.54 0.05
H -0.26 -1.44 1.48
H 0.03 0.26 1.72
H 2.08 -1.45 1.82
H 2.33 -0.13 0.81
H 1.12 -2.55 -0.47
H 2.85 -2.73 -0.23
H 0.36 -0.04 -1.08
H -0.79 -1.36 -0.78
H -2.12 -0.02 0.63
H -0.82 2.11 0.98
H -0.55 2.24 -0.68
H -3.30 2.11 -0.78
H -2.59 3.60 -0.08
H -3.12 2.29 1.08
*
```

Properties
Kohn-Sham gap in eV: 5.8
HOMO level in eV: -2.2
SMILES string: CCNCCCC[O-]

*b*
The ion C6H14NO with charge -1. Source: the OMol25 dataset; level of theory: ωB97M-V/def2-TZVPD.

Structure (ORCA input):
```
! wB97M-V def2-TZVPD RIJCOSX def2/J DEFGRID3
* xyz -1 1
C 1.32 -1.04 -0.83
C 0.64 0.18 -0.08
C -0.67 0.31 -1.06
C -1.81 -0.65 -0.75
C -1.01 1.76 -0.86
N 0.37 -0.42 1.23
C 1.10 0.14 2.50
O 1.77 -0.69 3.30
H 2.40 -1.33 -0.47
H 1.39 -0.64 -1.82
H 0.55 -1.90 -0.83
H 1.21 1.09 -0.11
H -0.56 0.20 -2.14
H -2.00 -0.96 0.35
H -2.76 -0.72 -1.32
H -1.70 -1.68 -1.17
H -0.31 2.44 -1.56
H -0.74 2.09 0.17
H -2.10 1.71 -1.19
H 0.64 -1.41 1.44
H 1.93 0.86 2.09
H 0.32 0.66 3.12
*
```

Properties
Kohn-Sham gap in eV: 5.9
HOMO level in eV: -2.3
SMILES string: CC(C)[C@H](C)NC[O-]

*c*
A structure of composition C6H14NO. Source: the OMol25 dataset; level of theory: ωB97M-V/def2-TZVPD.

Structure (ORCA input):
```
! wB97M-V def2-TZVPD RIJCOSX def2/J DEFGRID3
* xyz -1 1
C 2.45 1.14 -0.06
N 2.51 1.70 1.17
C -1.85 0.18 1.55
C -2.48 0.05 0.17
O -2.45 -1.25 -0.18
C 1.11 0.97 -0.87
C 0.67 -1.63 -0.37
C 0.79 -0.35 -1.46
H 2.06 0.44 1.06
H 3.30 1.09 -0.73
H -2.05 1.19 2.10
H -2.34 -0.54 2.24
H -0.69 0.00 1.68
H -2.08 0.75 -0.54
H -3.53 0.21 0.46
H 1.09 1.62 -1.82
H 0.44 1.25 -0.06
H 1.69 -1.99 -0.10
H 0.06 -2.48 -0.73
H 0.08 -1.25 0.55
H -0.25 -0.37 -1.89
H 1.48 -0.72 -2.16
*
```

Properties
Kohn-Sham gap in eV: 5.6
HOMO level in eV: -2.2

*d*
A structure of composition C6H14NO. Source: the OMol25 dataset; level of theory: ωB97M-V/def2-TZVPD.

Structure (ORCA input):
```
! wB97M-V def2-TZVPD RIJCOSX def2/J DEFGRID3
* xyz -1 1
C -1.12 0.51 -0.08
C -1.66 0.33 1.38
C -0.50 0.59 2.42
O -0.13 1.92 2.53
C -0.60 -0.81 -0.69
N 0.25 -0.84 -1.98
C 2.45 1.25 -1.00
C 0.07 -2.17 -1.92
H -1.88 0.87 -0.79
H -0.33 1.37 -0.11
H -2.48 0.93 1.48
H -2.09 -0.73 1.48
H -0.61 0.22 3.50
H 0.38 0.00 1.96
H -1.59 -1.44 -0.70
H -0.02 -1.29 0.15
H 1.96 0.86 -1.94
H 3.30 0.57 -0.81
H 2.92 2.23 -0.89
H 0.86 -2.89 -1.61
H -0.88 -2.61 -2.24
H 1.69 1.15 -0.16
*
```

Properties
Kohn-Sham gap in eV: 5.0
HOMO level in eV: -2.2

Which is most stable, and by how much? *a*, by 0.0531 hartree.

*a*
A cluster of 2 separate species, C6H14NO in total. Source: the OMol25 dataset; level of theory: ωB97M-V/def2-TZVPD.

Structure (ORCA input):
```
! wB97M-V def2-TZVPD RIJCOSX def2/J DEFGRID3
* xyz -1 1
C 1.51 -1.19 -0.33
C 2.08 -0.07 -0.78
C 1.36 0.98 -1.57
C 2.28 -2.23 0.44
H 0.44 -1.33 -0.47
H 3.14 0.09 -0.57
H 1.53 1.97 -1.12
H 1.75 1.02 -2.59
H 0.29 0.76 -1.54
H 3.32 -1.91 0.59
H 2.32 -3.17 -0.12
H 1.82 -2.42 1.41
C -1.80 1.54 1.51
N -2.73 0.48 1.12
C -2.56 0.14 -0.33
O -1.35 -0.28 -0.67
H -0.75 1.24 1.40
H -2.00 1.87 2.53
H -1.95 2.39 0.83
H -2.43 -0.36 1.62
H -2.88 1.08 -0.85
H -3.38 -0.59 -0.53
*
```

Properties
Kohn-Sham gap in eV: 6.8
HOMO level in eV: -2.8

*b*
The ion C6H14NO with charge -1. Source: the OMol25 dataset; level of theory: ωB97M-V/def2-TZVPD.

Structure (ORCA input):
```
! wB97M-V def2-TZVPD RIJCOSX def2/J DEFGRID3
* xyz -1 1
C 0.47 0.60 -0.77
C 0.40 1.99 -0.28
C -1.12 2.50 -0.04
O -1.24 2.76 1.30
C 0.70 -0.51 0.24
N 0.41 -1.86 -0.42
C -1.01 -2.25 0.07
C 1.38 -2.87 -0.11
H 1.34 0.42 -1.46
H -0.51 0.45 -1.32
H 0.78 2.88 -0.87
H 0.97 2.14 0.69
H -1.92 1.81 -0.36
H -1.21 3.43 -0.55
H 1.74 -0.41 0.50
H 0.16 -0.29 1.20
H -1.23 -3.29 0.36
H -1.27 -1.73 1.06
H -1.78 -1.94 -0.69
H 1.08 -3.74 -0.77
H 2.23 -2.66 -0.77
H 1.69 -2.88 0.93
*
```

Properties
Kohn-Sham gap in eV: 5.2
HOMO level in eV: -1.8
SMILES string: CN(C)CCCC[O-]

Which is most stable, and by how much? *a*, by 0.0802 hartree.